{"formula": "C68H62BF3N4O18", "method": "wB97M-V/def2-TZVPD", "symbols": ["H", "N", "C", "C", "C", "C", "C", "N", "C", "C", "C", "F", "C", "F", "F", "C", "C", "N", "C", "C", "C", "C", "N", "C", "C", "C", "O", "B", "O", "C", "C", "H", "H", "H", "H", "H", "H", "H", "H", "H", "H", "H", "H", "H", "H", "H", "H", "H", "H", "H", "H", "H", "H", "H", "H", "H", "H", "H", "H", "H", "O", "C", "C", "C", "C", "O", "C", "C", "H", "H", "H", "H", "O", "C", "C", "C", "C", "O", "C", "C", "H", "H", "H", "H", "O", "C", "C", "C", "C", "O", "C", "C", "H", "H", "H", "H", "O", "C", "C", "C", "C", "O", "C", "C", "H", "H", "H", "H", "O", "C", "C", "C", "C", "O", "C", "C", "H", "H", "H", "H", "O", "C", "C", "C", "C", "O", "C", "C", "H", "H", "H", "H", "O", "C", "C", "C", "C", "O", "C", "C", "H", "H", "H", "H", "O", "C", "C", "C", "C", "O", "C", "C", "H", "H", "H", "H"], "positions_angstrom": [[-3.36098, -5.15445, 3.47217], [-2.85546, -4.33924, 3.84626], [-2.22438, -3.83735, 2.86841], [-1.35161, -2.63059, 3.16736], [-2.33323, -4.49593, 1.45077], [-3.47645, -3.90461, 0.54517], [-4.29651, -2.97666, 1.45786], [-4.89647, -2.25566, 2.06085], [-4.49549, -4.95582, 0.00126], [-3.90601, -6.36022, -0.34544], [-4.96351, -7.27335, -0.96353], [-5.73662, -7.93958, -0.05507], [-5.13507, -7.49785, -2.31683], [-5.81332, -6.72746, -3.12324], [-4.57323, -8.57111, -2.87817], [-2.94239, -2.93149, -0.60998], [-1.90943, -1.99506, 0.00696], [-1.12554, -1.27454, 0.33759], [-4.09945, -2.00407, -1.12357], [-3.92116, -1.44778, -2.56357], [-2.69348, -0.48475, -2.73705], [-2.78874, 0.72913, -1.78942], [-1.67691, 1.71803, -1.89079], [-0.97348, 1.93649, -0.61642], [-0.78630, 1.46600, -2.98869], [0.42166, 0.50651, -2.94870], [-0.98438, 2.05986, -4.00002], [-2.15315, -3.75231, -1.75758], [-0.74475, -3.75176, -1.68391], [-2.80839, -4.59739, -2.93706], [-1.95285, -5.86394, -3.36997], [-1.19942, -2.48581, 4.26415], [-0.36150, -2.74096, 2.68733], [-1.77351, -1.68128, 2.78745], [-2.43835, -5.57315, 1.66522], [-1.32098, -4.37957, 1.00617], [-5.28368, -5.07009, 0.77019], [-5.03694, -4.60114, -0.89578], [-3.66266, -6.85888, 0.61612], [-2.97286, -6.34784, -0.92834], [-5.08878, -2.50300, -1.09555], [-4.21830, -1.12700, -0.46115], [-4.80329, -0.79728, -2.75242], [-3.95830, -2.21525, -3.35425], [-1.74347, -1.04428, -2.60841], [-2.72162, -0.19185, -3.80650], [-3.73544, 1.26458, -2.01247], [-2.84955, 0.43465, -0.72632], [-0.53777, 2.95416, -0.66050], [-1.67386, 1.95754, 0.23699], [-0.13193, 1.24604, -0.42160], [1.38620, 1.00007, -3.10310], [0.36102, -0.10585, -2.03115], [0.28119, -0.19140, -3.79960], [-0.56051, -4.59336, -1.21576], [-3.84458, -4.92124, -2.72352], [-2.84526, -3.95565, -3.84289], [-1.64422, -5.77520, -4.42387], [-2.60731, -6.75650, -3.30432], [-1.10474, -6.05723, -2.69443], [1.42207, 3.16107, -2.13807], [2.32455, 3.88936, -2.49616], [2.80424, 3.88393, -3.89835], [3.79516, 4.68077, -4.29135], [4.45880, 5.60754, -3.34453], [5.36144, 6.33523, -3.70515], [3.97877, 5.61305, -1.94205], [2.98807, 4.81645, -1.54885], [2.30632, 3.20112, -4.57601], [4.16002, 4.69092, -5.31053], [4.47571, 6.29591, -1.26439], [2.62312, 4.80654, -0.52951], [1.09170, -5.87389, 0.39432], [2.24934, -5.60212, 0.12493], [3.26860, -6.66400, -0.03526], [4.53220, -6.36228, -0.32831], [4.96968, -4.95736, -0.50767], [6.12066, -4.68319, -0.77685], [3.94444, -3.89726, -0.34646], [2.68260, -4.19961, -0.05341], [2.93318, -7.69527, 0.09771], [5.29361, -7.12297, -0.44913], [4.27933, -2.87643, -0.48044], [1.91819, -3.44027, 0.06768], [9.52699, 6.54992, -3.64938], [9.32011, 7.69054, -3.29135], [10.40998, 8.69524, -3.25531], [10.18329, 9.94555, -2.86030], [8.83128, 10.38749, -2.44134], [8.62256, 11.53055, -2.08272], [7.74252, 9.38397, -2.47744], [7.96790, 8.13264, -2.87227], [11.39020, 8.35581, -3.56554], [10.96747, 10.69101, -2.82801], [6.76244, 9.72478, -2.16762], [7.18349, 7.38699, -2.90571], [-6.21663, -0.42642, 8.62459], [-5.18919, -0.54805, 7.98304], [-5.22030, -0.75126, 6.51639], [-4.09751, -0.88636, 5.81527], [-2.76908, -0.83724, 6.47359], [-1.74729, -0.95923, 5.82984], [-2.73904, -0.63425, 7.94067], [-3.86249, -0.49898, 8.64233], [-6.19857, -0.78393, 6.05342], [-4.09994, -1.03738, 4.74218], [-1.76079, -0.60227, 8.40368], [-3.86105, -0.34960, 9.71488], [11.79064, 11.75981, -5.23724], [10.92060, 12.55623, -5.52860], [10.61181, 12.87510, -6.94261], [9.65982, 13.74912, -7.26025], [8.86694, 14.43923, -6.21363], [7.99812, 15.23408, -6.50481], [9.17684, 14.11918, -4.79987], [10.12911, 13.24527, -4.48311], [11.19987, 12.36134, -7.69271], [9.42003, 13.99581, -8.28681], [8.58929, 14.63165, -4.04878], [10.36773, 12.99873, -3.45678], [-8.59964, -0.36937, 14.51055], [-7.57700, -0.49089, 13.86881], [-7.60582, -0.69417, 12.40147], [-6.48230, -0.82955, 11.69924], [-5.15611, -0.78071, 12.35760], [-4.12898, -0.90227, 11.71739], [-5.12495, -0.57747, 13.82515], [-6.24787, -0.44231, 14.52601], [-8.58391, -0.72617, 11.93844], [-6.48400, -0.97888, 10.62641], [-4.14634, -0.54540, 14.28771], [-6.24611, -0.29241, 15.59828], [0.73705, -14.05848, -1.17654], [1.27785, -12.99441, -0.96788], [0.75116, -11.73550, -1.54896], [1.34743, -10.56794, -1.32066], [2.56011, -10.47665, -0.47609], [3.10273, -9.40721, -0.26694], [3.08762, -11.73169, 0.10504], [2.49263, -12.90027, -0.12223], [-0.13634, -11.82192, -2.16292], [0.97856, -9.63858, -1.73636], [3.97514, -11.64358, 0.71881], [2.86259, -13.82850, 0.29415], [-3.73032, 7.73765, -3.12557], [-4.07592, 6.57487, -3.17988], [-3.11462, 5.49856, -3.51063], [-3.49547, 4.22399, -3.57186], [-4.89994, 3.82943, -3.30944], [-5.25095, 2.66695, -3.36236], [-5.86391, 4.90628, -2.97821], [-5.48135, 6.17922, -2.91745], [-2.09340, 5.80534, -3.69839], [-2.80386, 3.42477, -3.81295], [-6.88532, 4.59927, -2.79036], [-6.16985, 6.97942, -2.67655]], "atomic_forces_ev_per_a": [[-0.1, 0.1, 0.6], [-0.3, -0.7, -0.4], [0.2, 0.3, 0.1], [0.5, 0.2, 0.0], [1.1, 0.5, 0.6], [-0.7, 1.2, 0.8], [3.1, -3.6, -3.5], [-2.5, 2.9, 2.6], [0.1, -0.3, 0.0], [-1.7, 0.7, 0.7], [0.3, 1.9, 0.1], [1.4, -1.5, -0.1], [0.6, -1.1, 1.8], [1.5, 0.6, -1.1], [-2.0, -0.4, -0.6], [0.4, 1.0, 0.8], [-4.0, -3.9, -2.2], [3.3, 3.0, 1.5], [-0.4, 0.2, -0.8], [-0.1, 1.2, 0.3], [-0.4, -0.9, -0.2], [-0.5, 0.4, -0.2], [0.5, -1.2, 0.7], [0.5, 1.0, 0.1], [0.8, 0.1, 0.7], [-1.1, -0.9, 0.4], [-0.4, 0.6, -1.8], [0.6, -0.2, -0.5], [-1.2, -0.7, 0.6], [0.3, -0.6, -0.2], [-1.0, 0.0, 0.3], [-0.3, -0.4, -1.0], [-0.4, 0.1, 0.1], [0.1, -0.6, 0.1], [-0.2, 0.5, -0.3], [-0.7, -0.1, -0.2], [0.4, -0.2, -0.4], [0.5, 0.2, 0.5], [-0.1, 0.0, -0.6], [-0.5, 0.1, 0.0], [0.6, -0.1, 0.1], [0.2, -0.6, -0.1], [0.3, -0.4, 0.1], [0.2, 0.2, 0.5], [-0.4, 0.3, 0.1], [0.1, 0.2, 0.6], [0.4, -0.4, 0.0], [0.1, -0.1, -0.6], [-0.1, -0.5, 0.1], [0.2, -0.3, -0.5], [-0.5, 0.1, 0.0], [-0.4, 0.0, 0.3], [0.5, 0.3, -0.3], [0.0, 0.4, 0.4], [0.7, 0.4, -0.3], [0.4, 0.4, -0.2], [-0.1, -0.1, 0.6], [0.2, -0.1, 0.6], [0.4, 0.4, -0.1], [-0.1, 0.2, -0.5], [0.2, 0.3, 0.0], [-0.1, 0.0, 0.0], [0.1, 0.0, -0.1], [-0.1, -0.1, -0.1], [0.1, 0.1, 0.0], [-0.1, -0.1, 0.0], [-0.1, 0.0, 0.1], [0.1, 0.1, 0.1], [0.0, 0.0, 0.0], [0.0, 0.0, 0.0], [0.0, 0.0, 0.0], [0.0, 0.0, 0.0], [-0.1, 0.1, -0.2], [0.1, 0.0, 0.0], [-0.2, -0.1, 0.3], [-0.1, 0.0, 0.0], [0.2, 0.0, -0.1], [-0.1, 0.0, 0.0], [-0.1, 0.0, 0.0], [-0.1, 0.3, 0.0], [0.1, 0.9, 0.0], [0.0, 0.0, 0.0], [0.0, 0.0, 0.0], [0.0, 0.0, 0.0], [0.0, 0.1, 0.0], [0.0, -0.1, 0.0], [0.1, 0.1, 0.0], [0.1, 0.0, 0.0], [-0.1, 0.1, 0.0], [0.1, -0.1, 0.0], [0.0, -0.1, 0.0], [-0.1, 0.0, 0.1], [0.0, 0.0, 0.0], [0.0, 0.0, 0.0], [0.0, 0.0, 0.0], [0.0, 0.0, -0.1], [0.1, 0.0, -0.2], [0.0, 0.0, 0.0], [0.0, 0.0, -0.1], [-0.1, 0.0, -0.1], [0.1, -0.1, -0.1], [0.0, 0.1, 0.2], [-0.1, 0.0, 0.0], [0.1, 0.1, 0.0], [0.0, 0.0, 0.0], [0.0, 0.0, 0.0], [0.0, 0.0, 0.0], [0.0, -0.1, -0.1], [-0.1, 0.0, 0.0], [0.1, -0.1, 0.0], [-0.1, 0.0, -0.1], [0.1, -0.1, -0.1], [-0.1, 0.1, 0.0], [0.1, -0.1, 0.0], [0.1, -0.1, 0.1], [0.0, 0.1, 0.0], [0.0, 0.0, 0.0], [0.0, 0.0, 0.0], [0.0, 0.0, 0.0], [0.0, 0.0, 0.0], [0.1, 0.0, 0.0], [-0.2, 0.0, 0.0], [0.1, 0.0, 0.0], [-0.2, -0.1, 0.0], [0.0, 0.0, 0.0], [-0.1, 0.0, 0.3], [0.0, 0.0, 0.1], [0.1, 0.0, 0.0], [0.0, 0.0, 0.0], [0.0, 0.1, 0.1], [0.0, 0.0, 0.0], [0.0, 0.0, 0.0], [0.0, 0.1, 0.0], [-0.1, -0.2, 0.0], [0.0, 0.1, 0.0], [-0.1, 0.0, -0.1], [0.0, 0.0, 0.0], [0.0, -1.1, -0.2], [0.0, -0.1, 0.0], [0.1, 0.1, 0.1], [0.0, 0.0, 0.0], [0.0, 0.0, 0.0], [0.0, 0.0, 0.0], [0.0, 0.0, 0.0], [-0.1, -0.1, 0.0], [0.2, 0.1, 0.0], [-0.1, -0.1, 0.0], [0.1, 0.0, -0.1], [0.0, -0.1, 0.0], [0.0, 0.1, 0.0], [-0.1, 0.1, 0.0], [-0.1, -0.1, 0.0], [0.0, 0.0, 0.0], [0.0, 0.0, 0.1], [0.0, 0.0, 0.0], [0.0, 0.0, 0.0]], "max_force_ev_per_a": 6.0, "total_charge": 0, "gap_ev": 6.331, "smiles": "[H]/N=C(/C)C[C@](C#N)(CCC(F)=C(F)F)[C@](C#N)(CCCCN(C)C(C)=O)B(O)CC.O=C1C=CC(=O)C=C1.O=C1C=CC(=O)C=C1.O=C1C=CC(=O)C=C1.O=C1C=CC(=O)C=C1.O=C1C=CC(=O)C=C1.O=C1C=CC(=O)C=C1.O=C1C=CC(=O)C=C1.O=C1C=CC(=O)C=C1", "total_energy_ev": -123151.189}